Record 1
The following is a quantum chemistry calculation of 2 unconnected molecules or ions with the total composition C4H10O3, from the OMol25 dataset.

Summary:
relative energy (zero: lowest compared OMol25 entry of this formula, charge and spin) = 15.8 kcal/mol
highest occupied orbital energy = -10.33 eV
SMILES = CCCC(=O)O.O
Kohn-Sham gap = 11.04 eV

Geometry as XYZ:
```
17
Properties=species:S:1:pos:R:3:forces:R:3:mulliken_charge:R:1
O 1.36449 -2.52845 -0.51661 -0.5 -0.1 0.3 -0.563
C 0.78893 -1.85148 -1.32818 2.4 -0.3 0.4 0.446
O 0.61056 -2.26833 -2.58889 -1.1 0.9 -1.2 -0.444
C 0.42153 -0.41197 -1.16111 -1.8 0.4 -0.1 -0.483
C -1.16679 -0.34168 -1.15244 2.0 -1.5 0.8 -0.335
C -1.70117 1.01822 -0.97451 -1.1 1.7 0.2 -1.224
H 0.97197 -3.11648 -2.85473 0.2 -0.4 0.8 0.329
H 0.72745 0.11368 -2.05080 0.1 0.1 -0.6 0.316
H 0.92683 0.13037 -0.35785 -0.2 -0.7 0.4 0.376
H -1.38089 -0.88860 -2.06627 -0.8 0.5 -0.3 0.324
H -1.56361 -0.97276 -0.34246 0.3 0.0 -0.1 0.282
H -1.40407 1.49869 -0.03016 -0.1 -0.7 0.2 0.319
H -2.81689 1.00449 -0.99433 0.8 0.2 -0.1 0.312
H -1.30944 1.76206 -1.66872 -0.3 -0.2 -0.6 0.342
H 1.86060 1.81631 6.71267 0.6 -0.9 -0.3 0.319
H 1.99421 2.49702 5.23984 0.4 -0.8 -0.1 0.320
O 1.67631 2.53892 6.13455 -1.0 1.7 0.3 -0.640
```
Positions in Å, forces in eV/Å.

=====

Record 2
The following is a quantum chemistry calculation of 2 unconnected molecules or ions with the total composition C20H15NOS, from the OMol25 dataset.

Summary:
highest occupied orbital energy = -6.46 eV
Kohn-Sham gap = 3.49 eV

Geometry as XYZ:
```
38
Properties=species:S:1:pos:R:3:forces:R:3:mulliken_charge:R:1
C 5.64110 -1.48262 0.86904 -0.1 0.0 0.0 -0.448
C 4.83047 -2.16007 -0.05116 0.0 0.2 -0.1 -0.501
C 4.02181 -1.44162 -0.93823 0.2 0.4 0.2 -0.332
C 4.06877 -0.04602 -0.90017 -0.2 -0.2 0.5 0.534
O 3.20520 0.70819 -1.71331 -0.8 -0.1 -0.1 -0.464
C 1.86451 0.72481 -1.32786 0.8 0.1 0.6 0.252
C 1.44098 1.76178 -0.48118 0.2 -0.3 -0.2 -0.377
C 0.15575 1.73287 0.00515 -0.7 0.1 0.1 -0.646
C -0.78961 0.74500 -0.41154 0.8 -0.1 -0.5 0.295
C -2.07842 0.80821 0.15968 0.2 0.0 -0.6 -0.300
C -3.16435 -0.08634 0.03317 -0.8 -0.9 0.2 0.795
C -4.45387 0.38947 0.42765 0.6 0.1 0.0 -0.493
C -5.58043 -0.40354 0.29862 -0.2 -0.4 -0.2 -0.601
C -5.47332 -1.70157 -0.23473 0.4 0.6 0.1 -0.298
C -4.21267 -2.20181 -0.60140 0.1 0.0 0.1 -0.661
C -3.06589 -1.43707 -0.42009 -0.3 0.3 -0.1 -0.271
C -0.35355 -0.19827 -1.39118 0.3 -0.2 0.2 -0.570
C 0.98012 -0.26971 -1.76387 -0.1 0.1 0.0 -0.429
C 4.90373 0.64616 -0.01886 -0.3 -0.4 -0.1 -0.324
C 5.66427 -0.08278 0.89609 0.1 -0.1 -0.3 -0.412
H 6.25415 -2.05174 1.57314 -0.2 0.2 -0.3 0.365
H 4.81256 -3.25297 -0.09071 0.1 0.4 0.1 0.347
H 3.35421 -1.93249 -1.64882 0.3 0.1 0.3 0.265
H 2.14237 2.54435 -0.19229 -0.2 -0.3 0.0 0.436
H -0.19520 2.47085 0.72567 0.1 -0.1 0.0 0.500
H -2.26697 1.70379 0.73946 -0.1 0.3 0.5 0.382
H -4.50957 1.40019 0.83452 -0.1 -0.2 0.0 0.395
H -6.55243 -0.02004 0.61257 0.3 -0.1 -0.1 0.401
H -6.36388 -2.32178 -0.35169 0.3 0.2 0.0 0.378
H -4.12680 -3.20511 -1.02518 0.0 0.3 0.3 0.370
H -2.08531 -1.87304 -0.60504 -0.4 0.0 0.1 0.588
H -1.05671 -0.87591 -1.87025 0.2 0.2 0.2 0.626
H 1.36756 -1.07923 -2.38561 -0.3 0.4 0.0 0.479
H 4.90897 1.73506 -0.04705 0.0 -0.3 0.1 0.431
H 6.28145 0.45367 1.61958 -0.1 -0.2 -0.2 0.350
N -2.33973 2.88470 2.35688 -1.2 0.6 0.9 -0.681
C -3.10508 3.37234 3.13214 1.8 -1.1 -1.8 0.110
S -4.12425 4.04231 4.18684 -0.6 0.3 0.5 -0.492
```
Positions in Å, forces in eV/Å.

=====

Record 3
The following is a quantum chemistry calculation of C26H29N3O5 in the gas phase, from the OMol25 dataset.

Summary:
relative energy (zero: lowest compared OMol25 entry of this formula, charge and spin) = 61.6 kcal/mol
highest occupied orbital energy = -8.15 eV
SMILES = COc1cc(OC)cc([C@@H](C(=O)NC2CCCCC2)N(C(=O)c2ccno2)c2ccccc2)c1
Kohn-Sham gap = 8.43 eV

Geometry as XYZ:
```
63
Properties=species:S:1:pos:R:3:forces:R:3:mulliken_charge:R:1
C 2.52937 -2.55533 5.81637 0.1 -0.1 0.1 -0.902
H 2.39718 -3.64125 5.77206 0.0 0.0 0.0 0.352
O 1.57325 -1.88616 5.03069 -0.2 0.1 -0.2 -0.432
C 1.55830 -2.11752 3.69166 -0.1 0.0 -0.3 0.345
C 0.59516 -1.41244 2.96652 0.0 -0.1 0.0 -0.762
C 0.49857 -1.57629 1.59949 0.1 0.0 0.3 0.142
C 1.34505 -2.45928 0.93624 0.1 -0.2 -0.2 -0.053
C 2.29790 -3.16530 1.65496 -0.1 0.1 0.1 -0.104
C 2.40874 -2.99137 3.03458 0.1 -0.1 0.1 -0.362
H 3.16633 -3.56000 3.54707 0.1 -0.1 0.1 0.519
O 3.17473 -4.05206 1.10687 0.0 0.1 0.4 -0.515
C 3.10939 -4.29254 -0.27878 0.0 0.0 -0.2 -0.735
H 3.30501 -3.38468 -0.85820 0.0 0.0 0.0 0.307
H 3.88676 -5.02613 -0.48645 -0.1 0.1 0.0 0.274
H 2.13811 -4.70453 -0.57062 0.0 0.0 0.0 0.288
H 1.25814 -2.59363 -0.12922 0.0 0.0 -0.1 0.399
C -0.56257 -0.79862 0.85115 0.0 -0.1 0.3 -0.696
N -0.53361 -1.04398 -0.58566 0.0 0.1 0.3 1.216
C -1.29711 -2.06050 -1.06850 -0.1 -0.1 0.1 1.004
O -2.20687 -2.57159 -0.44355 0.1 0.0 -0.2 -0.654
C -0.91528 -2.57826 -2.40656 -0.6 -0.9 -0.9 -0.098
C -1.66981 -3.19123 -3.37319 0.4 0.5 0.7 -0.844
C -0.71471 -3.57488 -4.33845 0.0 0.2 0.4 -0.336
N 0.48700 -3.23631 -3.96326 0.5 -0.4 -0.9 -0.595
O 0.37928 -2.61963 -2.77105 -0.3 0.2 0.7 0.146
H -0.86839 -4.08324 -5.26836 0.1 -0.1 -0.2 0.475
H -2.72864 -3.33598 -3.38302 -0.2 0.0 0.1 0.476
C 0.24942 -0.20764 -1.41066 0.3 0.4 -0.5 0.335
C -0.28847 0.25801 -2.60836 0.0 0.1 0.1 0.006
C 0.44928 1.09577 -3.42252 0.0 -0.1 0.0 -1.080
C 1.71647 1.49972 -3.03719 0.1 0.0 0.0 -0.708
C 2.23971 1.06086 -1.83295 0.0 0.1 -0.1 -0.971
C 1.51604 0.20916 -1.01802 -0.1 -0.1 0.0 -0.257
H 1.93075 -0.12450 -0.08084 0.0 0.0 0.1 0.448
H 3.22252 1.38037 -1.52178 0.1 0.0 0.0 0.453
H 2.28892 2.16035 -3.67017 0.1 0.1 -0.1 0.425
H 0.02601 1.44494 -4.35239 0.0 0.0 -0.1 0.475
H -1.28861 -0.03591 -2.89683 -0.1 0.0 0.0 0.568
H -1.54581 -1.14210 1.20445 0.2 0.1 -0.1 0.777
C -0.47510 0.72283 1.09740 -0.4 -0.2 -0.1 -0.047
O 0.38860 1.25566 1.75302 0.3 0.1 0.2 -0.685
N -1.48013 1.38910 0.49499 -0.3 0.1 0.0 -0.001
H -2.16095 0.88032 -0.04787 0.1 -0.1 0.0 0.415
C -1.57158 2.83502 0.47245 -0.1 0.0 -0.2 -0.550
C -2.95801 3.29042 0.92580 0.3 0.2 0.2 -0.757
C -3.04472 4.81386 0.91113 -0.2 -0.1 -0.2 -0.708
C -2.73842 5.35443 -0.48225 0.2 0.2 0.2 -0.681
C -1.35634 4.89670 -0.93841 -0.2 -0.1 -0.2 -0.912
C -1.26487 3.37388 -0.92684 0.3 0.2 0.3 -0.023
H -0.26672 3.05126 -1.22946 0.0 -0.1 0.0 -0.027
H -1.98342 2.95750 -1.63822 0.0 -0.1 -0.1 0.315
H -1.15144 5.26927 -1.94379 0.1 0.1 0.0 0.351
H -0.59863 5.30637 -0.26773 0.1 0.1 0.0 0.372
H -2.78451 6.44485 -0.47525 -0.1 0.0 -0.1 0.353
H -3.49160 4.99260 -1.18611 -0.1 0.0 -0.1 0.320
H -4.04235 5.12855 1.22296 0.0 0.0 0.1 0.373
H -2.32565 5.22169 1.62422 0.0 0.1 0.1 0.340
H -3.15742 2.91104 1.92954 0.0 -0.1 0.0 0.349
H -3.71103 2.87553 0.25023 -0.1 -0.1 0.0 0.340
H -0.81268 3.19249 1.17557 -0.1 0.0 -0.1 0.402
H -0.05319 -0.73477 3.49537 -0.1 0.1 0.1 0.543
H 3.54921 -2.30120 5.51079 0.0 0.0 0.0 0.346
H 2.36341 -2.21368 6.83693 0.1 -0.1 -0.1 0.247
```
Positions in Å, forces in eV/Å.

=====

Record 4
The following is a quantum chemistry calculation of C3H6N2 in the gas phase, from the OMol25 dataset.

Summary:
relative energy (zero: lowest compared OMol25 entry of this formula, charge and spin) = 59.0 kcal/mol
highest occupied orbital energy = -9.73 eV
SMILES = C[C@@H](N)C#N
Kohn-Sham gap = 9.71 eV

Geometry as XYZ:
```
11
Properties=species:S:1:pos:R:3:forces:R:3:mulliken_charge:R:1
C -0.63435 0.55311 -0.99488 0.0 0.2 -0.1 -1.178
C 0.03576 -0.13932 0.16774 0.1 -1.0 -0.9 0.728
N 1.41014 0.21621 0.40855 0.3 0.3 -0.1 -0.676
C -0.79651 -0.05695 1.45025 -0.3 -1.7 -0.2 -0.128
N -1.19871 -1.13943 1.63096 -1.2 1.1 2.1 -0.307
H -1.63777 0.13427 -1.13077 0.2 0.1 0.0 0.345
H -0.70305 1.63396 -0.86633 0.1 0.0 0.0 0.308
H -0.04171 0.32358 -1.88545 -0.1 0.2 0.0 0.312
H -0.10200 -1.23233 -0.01472 0.9 0.8 -0.8 0.057
H 1.99332 -0.40129 -0.14778 0.1 0.2 0.2 0.262
H 1.67489 0.10818 1.38243 -0.1 0.0 -0.2 0.276
```
Positions in Å, forces in eV/Å.

=====

Record 5
The following is a quantum chemistry calculation of a molecular structure, C31H30N6O6OsS, from the OMol25 dataset.

Summary:
relative energy (zero: lowest compared OMol25 entry of this formula, charge and spin) = 64.0 kcal/mol
2S+1 = 5
highest occupied orbital energy (spin up / spin down) = -7.34 / -7.68 eV
Kohn-Sham gap (spin up / spin down) = 7.25 / 6.08 eV
<S²> = 6.0534

Geometry as XYZ:
```
75
Properties=species:S:1:pos:R:3:forces:R:3:mulliken_spin:R:1
Os -0.27398 2.02442 1.80624 0.6 -0.3 0.5 2.702
N -0.44116 2.65806 6.10359 0.0 0.0 0.0 0.005
C -0.56122 2.24849 4.82060 0.0 0.0 0.2 0.020
S -0.25666 3.49624 3.59723 0.0 -0.1 0.0 0.043
N -0.88747 0.99722 4.62597 0.0 0.1 -0.3 0.004
N -1.02040 0.74163 3.28357 0.0 0.0 0.1 -0.031
C -1.24199 -0.43153 2.84652 0.1 0.1 0.0 -0.010
C -3.00516 -0.06482 0.93863 0.0 0.0 0.0 -0.026
C -3.18222 -1.36537 0.12384 -0.2 -0.1 0.1 0.192
C -2.99355 -1.23578 -1.33948 0.1 0.2 -0.1 0.335
C -2.99986 -0.01498 -1.97516 0.0 -0.2 0.1 -0.059
C -3.04309 1.18934 -1.28708 0.1 0.0 0.4 0.414
C -2.93563 1.22730 0.16290 0.2 0.4 -0.2 0.028
O -2.70028 2.27037 0.77051 -0.5 -0.2 -0.3 0.149
H 0.00174 3.53984 6.28998 0.0 0.0 0.0 0.002
H -0.44782 1.95529 6.82264 0.0 0.0 0.0 -0.001
H -1.29193 -1.28293 3.51758 -0.1 0.1 0.0 -0.008
H -4.13972 -1.86641 0.29924 0.0 0.0 0.0 0.047
H -2.92098 -2.14364 -1.92257 0.0 0.0 0.0 -0.039
H -2.95144 0.00728 -3.05603 0.0 0.0 -0.1 0.005
H -3.02754 2.13792 -1.80342 0.0 0.1 0.0 -0.007
C -0.58914 -1.34075 -4.91621 0.0 0.0 0.0 -0.001
O -0.33800 -2.04518 -3.70468 0.1 0.0 0.0 0.001
C 0.96210 -2.02899 -3.26605 -0.1 0.1 0.0 0.001
C 1.99969 -2.51126 -4.05533 0.0 0.0 0.0 0.000
C 3.29676 -2.50536 -3.57054 0.0 0.0 0.0 0.001
C 3.56135 -2.05163 -2.28373 -0.1 0.0 0.0 -0.001
C 2.52677 -1.60163 -1.48013 0.0 0.0 -0.1 0.000
C 1.22513 -1.56837 -1.97775 0.0 -0.1 0.0 0.012
N 0.14348 -1.11625 -1.17133 -0.3 -0.3 0.2 0.035
C 0.16602 0.04467 -0.46985 0.1 -0.3 0.3 0.013
N 0.96749 0.96625 -1.03118 0.0 0.3 -0.2 0.034
C 1.42895 2.23927 -0.64710 0.1 -0.1 0.0 -0.063
C 1.00364 2.93588 0.48212 -0.1 0.1 0.0 0.012
C 1.59445 4.19075 0.69985 0.0 0.0 0.0 0.086
C 2.53322 4.73203 -0.15977 0.0 0.0 -0.1 -0.032
C 2.93843 4.01561 -1.28146 -0.1 0.0 0.1 0.063
C 2.39572 2.76932 -1.51325 0.0 0.0 0.0 -0.050
O 2.73844 2.01369 -2.62420 -0.1 0.1 0.0 -0.001
C 4.10104 1.60481 -2.66464 0.0 0.0 0.1 -0.002
N -0.52154 0.27984 0.63257 -0.4 0.1 -0.2 -0.077
C -1.51727 -0.56169 1.36186 0.2 -0.1 0.0 0.102
C -3.96349 0.07987 2.08468 0.1 0.0 0.0 0.002
C -4.27945 -0.89630 2.93224 0.0 -0.1 0.1 -0.014
C -3.69991 -2.24046 2.94406 -0.1 0.0 0.0 -0.003
C -2.72224 -2.70099 2.16560 0.0 0.1 -0.1 0.003
C -2.06392 -2.01231 0.97794 0.1 -0.1 -0.1 0.019
O -1.26668 -2.96175 0.31902 0.2 0.2 -0.2 0.001
C -0.04922 -3.27255 1.02121 -0.1 0.0 0.0 0.006
H -1.37303 -1.86887 -5.45553 0.0 0.0 0.0 0.000
H 0.30531 -1.29047 -5.53725 -0.1 0.0 0.0 0.000
H -0.91650 -0.32317 -4.69108 0.0 0.0 0.0 0.001
H 1.78002 -2.89010 -5.04441 0.0 0.0 0.0 0.000
H 4.09990 -2.87714 -4.19278 0.0 0.0 0.0 0.000
H 4.57068 -2.06716 -1.89699 0.0 0.0 0.0 0.000
H 2.69932 -1.26864 -0.46226 0.0 0.0 0.0 -0.001
H -0.47939 -1.84637 -0.83457 0.0 0.1 -0.1 -0.025
H 1.40845 0.66817 -1.89362 -0.1 0.0 0.1 0.003
H 1.30561 4.75318 1.57907 0.0 0.0 0.0 0.005
H 2.95432 5.70917 0.03453 0.0 0.0 0.0 -0.001
H 3.66393 4.42271 -1.97297 0.0 0.0 0.0 0.005
H 4.77395 2.46408 -2.64774 0.0 0.0 0.0 0.000
H 4.23612 1.05699 -3.59438 0.0 0.0 0.0 0.000
H 4.32706 0.95320 -1.81575 0.0 0.0 0.0 0.001
H -4.39594 1.06195 2.22731 0.0 0.0 0.0 0.000
H -4.98886 -0.67577 3.71957 0.0 0.0 0.0 0.000
H -4.08685 -2.91405 3.69893 0.0 0.0 0.0 0.000
H -2.38700 -3.71875 2.31361 0.0 0.0 0.0 0.000
H 0.52837 -3.91817 0.36478 0.0 0.0 0.0 0.001
H -0.26818 -3.80649 1.94718 0.0 0.0 0.0 0.000
H 0.52806 -2.36773 1.23120 0.0 0.0 0.0 -0.005
O 2.14315 -0.72310 1.41334 -0.1 -0.2 -0.1 0.008
C 2.36015 0.03748 2.36425 0.3 0.1 0.1 -0.003
O 1.69445 1.03934 2.74052 -0.3 0.2 0.0 0.089
H 3.26543 -0.15472 2.97577 0.0 0.0 0.1 0.011
```
Positions in Å, forces in eV/Å.

=====

Copy entry 4 word for word.
The following is a quantum chemistry calculation of C3H6N2 in the gas phase, from the OMol25 dataset.

Summary:
relative energy (zero: lowest compared OMol25 entry of this formula, charge and spin) = 59.0 kcal/mol
highest occupied orbital energy = -9.73 eV
SMILES = C[C@@H](N)C#N
Kohn-Sham gap = 9.71 eV

Geometry as XYZ:
```
11
Properties=species:S:1:pos:R:3:forces:R:3:mulliken_charge:R:1
C -0.63435 0.55311 -0.99488 0.0 0.2 -0.1 -1.178
C 0.03576 -0.13932 0.16774 0.1 -1.0 -0.9 0.728
N 1.41014 0.21621 0.40855 0.3 0.3 -0.1 -0.676
C -0.79651 -0.05695 1.45025 -0.3 -1.7 -0.2 -0.128
N -1.19871 -1.13943 1.63096 -1.2 1.1 2.1 -0.307
H -1.63777 0.13427 -1.13077 0.2 0.1 0.0 0.345
H -0.70305 1.63396 -0.86633 0.1 0.0 0.0 0.308
H -0.04171 0.32358 -1.88545 -0.1 0.2 0.0 0.312
H -0.10200 -1.23233 -0.01472 0.9 0.8 -0.8 0.057
H 1.99332 -0.40129 -0.14778 0.1 0.2 0.2 0.262
H 1.67489 0.10818 1.38243 -0.1 0.0 -0.2 0.276
```
Positions in Å, forces in eV/Å.